1.
{"formula": "C6H14N2", "method": "wB97M-V/def2-TZVPD", "species": ["N", "N", "C", "C", "C", "C", "C", "C", "H", "H", "H", "H", "H", "H", "H", "H", "H", "H", "H", "H", "H", "H"], "positions_angstrom": [[-1.63099, 1.46506, -0.12464], [2.12723, -1.83170, 0.04864], [0.21272, 1.60120, -1.99446], [0.07738, -1.69262, 1.44348], [-1.08064, 2.13879, -1.47883], [1.61346, -1.27609, 1.22281], [-0.82064, 0.50868, 0.38136], [-0.98295, -0.77225, 0.75808], [1.44495, -1.98892, -0.60245], [2.56679, -2.60211, 0.36587], [1.53476, -0.06717, 1.17293], [0.79648, 2.35237, -2.55197], [-1.82253, 2.42383, -2.18066], [-0.30796, -1.79196, 2.63161], [0.22873, 0.91817, 0.71256], [0.04103, -2.78312, 1.23542], [-2.56415, 1.24229, -0.15771], [2.24069, -1.41976, 2.19491], [0.73718, 1.00928, -1.17112], [0.07987, 0.64597, -2.60696], [-0.78099, 3.06542, -1.06328], [-1.78452, -1.48404, 0.55823]], "forces_ev_per_a": [[1.84, 1.62, -2.89], [1.62, 2.89, 0.63], [0.39, -3.94, -0.39], [0.23, 0.47, 3.34], [0.40, 0.27, 3.45], [-2.66, 4.18, 3.43], [3.21, -1.15, 2.39], [0.84, -1.85, -0.36], [-1.89, -0.72, -1.95], [1.83, -3.56, 0.09], [0.68, -2.68, 0.05], [-0.10, -0.52, 0.51], [-1.05, -0.63, -0.63], [1.41, 0.71, -2.67], [-2.11, -0.57, -0.79], [-0.49, 0.71, -0.78], [-2.47, -0.80, -0.42], [-0.91, -0.25, -2.01], [0.04, 1.87, -0.85], [-0.16, 1.46, -0.16], [0.14, 1.38, 0.30], [-0.79, 1.10, -0.30]], "mulliken_charge": [-0.323, -0.509, -0.783, -0.768, -0.503, -0.308, -0.282, -0.475, 0.228, 0.221, 0.124, 0.343, 0.403, 0.282, 0.425, 0.400, 0.220, 0.301, 0.189, 0.249, 0.298, 0.268], "charge": 0, "smiles": "CCN/C=C/CCN", "homo_energy_ev": -7.92, "de_lowest_kcal_mol": 91.8}

=====

2.
{"formula": "C4H8O2", "method": "wB97M-V/def2-TZVPD", "species": ["O", "O", "C", "C", "C", "C", "H", "H", "H", "H", "H", "H", "H", "H"], "positions_angstrom": [[-1.49118, 0.50343, 0.92675], [1.47023, -0.39796, -1.05422], [-0.23593, 0.45443, 0.40557], [2.41555, 0.42744, -0.41565], [-2.40642, -0.47235, 0.49841], [0.19342, -0.33662, -0.58215], [2.16386, 1.49939, -0.52361], [3.36911, 0.21727, -0.90460], [-1.93841, -1.46066, 0.42061], [-3.18842, -0.50608, 1.25366], [-2.84406, -0.22765, -0.47464], [-0.43199, -1.03553, -1.12549], [0.41599, 1.14805, 0.92084], [2.50825, 0.18685, 0.65452]], "forces_ev_per_a": [[0.04, 0.07, 0.13], [0.06, 0.05, 0.01], [0.28, -0.07, -0.14], [0.26, 0.19, 0.03], [-0.15, -0.28, -0.08], [-0.23, -0.02, 0.06], [0.08, -0.37, 0.01], [-0.13, 0.14, 0.08], [0.00, 0.07, 0.12], [-0.06, 0.00, -0.09], [0.05, 0.07, 0.00], [-0.03, 0.15, 0.14], [-0.06, -0.05, -0.07], [-0.10, 0.03, -0.17]], "mulliken_charge": [-0.354, -0.348, -0.060, -0.800, -0.775, -0.117, 0.331, 0.213, 0.329, 0.221, 0.320, 0.348, 0.353, 0.338], "charge": 0, "smiles": "CO/C=C/OC", "homo_energy_ev": -8.14, "de_lowest_kcal_mol": 56.7}

=====

3.
{"formula": "C15H22IrN3O5S2", "method": "wB97M-V/def2-TZVPD", "species": ["Ir", "S", "S", "O", "O", "O", "O", "O", "N", "N", "N", "C", "C", "C", "C", "C", "C", "C", "C", "C", "C", "C", "C", "C", "C", "C", "H", "H", "H", "H", "H", "H", "H", "H", "H", "H", "H", "H", "H", "H", "H", "H", "H", "H", "H", "H", "H", "H"], "positions_angstrom": [[0.76115, 0.47632, -0.30902], [1.78957, -0.66224, 1.29340], [-1.17309, -0.99640, -0.06318], [1.13947, 2.84889, -0.66369], [-2.17678, -0.05480, 0.88177], [-0.41973, 1.95084, 1.36055], [-0.63593, 1.42685, -1.99442], [1.81912, -0.26725, -1.94025], [2.67674, -1.25789, -1.79819], [-0.27236, -2.53258, -2.87996], [3.57507, -4.55937, -1.78640], [2.18420, -2.41948, -2.11169], [0.29583, 2.15593, -2.80220], [-1.89807, 0.18725, 2.25119], [0.70048, 3.33786, -1.94257], [0.59533, 2.91500, 1.66480], [-0.55666, -2.10517, 1.24767], [-0.88517, 1.31819, 2.54833], [0.83727, -2.53130, -2.57191], [-1.50822, -3.19470, 1.61944], [0.71168, -1.99617, 1.68299], [1.35014, -3.01643, 2.57796], [-2.30126, -0.25062, -1.69497], [0.83346, 3.73397, 0.41663], [-1.31569, 0.34581, -2.65314], [2.96585, -3.59981, -1.94477], [-1.56766, -0.72923, 2.74302], [-1.70738, -3.19324, 2.69300], [1.50282, 2.39542, 1.99310], [1.65693, 4.43947, 0.56292], [1.69177, -2.55274, 3.50468], [-0.02576, 0.91839, 3.10065], [-1.10086, -4.17279, 1.35952], [-1.85156, 0.75175, -3.52153], [-0.18423, 2.50884, -3.71987], [1.13866, 1.51391, -3.06649], [-1.36311, 2.08287, 3.16941], [-0.17119, 3.97650, -1.78438], [1.49803, 3.92141, -2.40930], [-0.57863, -0.39476, -3.00380], [-2.45663, -3.08164, 1.09688], [-2.79193, -1.13124, -2.09526], [0.66663, -3.82174, 2.83023], [-2.87737, 0.44609, 2.65780], [-2.98338, 0.45333, -1.23484], [-0.07401, 4.29079, 0.17135], [0.25833, 3.57008, 2.47436], [2.22814, -3.44412, 2.09017]], "forces_ev_per_a": [[-0.03, 0.30, -0.42], [0.44, -0.10, 0.32], [-0.07, 0.00, 0.34], [-0.06, -0.04, -0.01], [-0.08, -0.10, -0.24], [-0.05, 0.09, 0.00], [0.14, 0.00, 0.09], [-0.04, 0.16, -0.05], [-0.16, -0.62, 0.03], [0.36, -0.30, 0.08], [-0.04, -0.02, 0.00], [0.34, 0.58, 0.09], [-0.05, 0.21, 0.05], [-0.08, 0.07, 0.26], [0.00, -0.12, -0.18], [0.01, 0.08, -0.11], [0.27, 0.01, -0.17], [0.01, -0.06, 0.04], [-0.74, -0.07, -0.06], [-0.10, -0.15, 0.11], [-0.13, -0.12, -0.01], [0.03, -0.05, 0.12], [-0.11, 0.20, -0.58], [0.01, -0.04, 0.18], [0.14, -0.12, -0.15], [0.34, -0.10, 0.02], [-0.05, 0.12, 0.04], [-0.02, -0.03, 0.01], [0.00, 0.02, -0.02], [-0.06, -0.05, 0.05], [0.01, 0.01, -0.01], [-0.05, 0.00, -0.05], [-0.02, -0.03, 0.00], [0.02, -0.04, 0.03], [-0.01, 0.03, 0.07], [0.00, 0.08, -0.03], [0.02, -0.10, 0.01], [0.02, -0.01, -0.06], [-0.04, -0.07, 0.00], [-0.38, 0.40, 0.08], [-0.02, 0.00, 0.03], [0.05, -0.05, 0.04], [-0.01, -0.03, 0.00], [0.11, 0.02, -0.03], [0.01, 0.05, 0.09], [0.01, -0.02, 0.04], [0.02, 0.01, -0.06], [0.00, 0.00, -0.01]], "mulliken_charge": [1.962, -0.277, -0.013, -0.311, -0.456, -0.330, -0.425, -0.212, -0.557, -0.457, -0.378, 0.741, -0.669, -0.204, -0.525, -0.738, -0.416, -0.911, 0.247, -1.700, 1.370, -1.567, -0.765, -0.548, -0.511, 0.018, 0.118, 0.398, 0.310, 0.356, 0.314, 0.400, 0.420, 0.476, 0.503, 0.222, 0.436, 0.432, 0.375, 0.299, 0.418, 0.451, 0.481, 0.546, 0.397, 0.437, 0.504, 0.342], "s2": 8.78, "charge": 1, "homo_energy_ev": [-10.70, -12.45], "multiplicity": 6, "de_lowest_kcal_mol": 62.6}

=====

4.
{"formula": "C30H52Cl6O21", "method": "wB97M-V/def2-TZVPD", "species": ["Cl", "Cl", "Cl", "Cl", "Cl", "Cl", "O", "O", "O", "O", "O", "O", "O", "O", "O", "O", "O", "O", "O", "O", "O", "O", "O", "O", "O", "O", "O", "C", "C", "C", "C", "C", "C", "C", "C", "C", "C", "C", "C", "C", "C", "C", "C", "C", "C", "C", "C", "C", "C", "C", "C", "C", "C", "C", "C", "C", "C", "H", "H", "H", "H", "H", "H", "H", "H", "H", "H", "H", "H", "H", "H", "H", "H", "H", "H", "H", "H", "H", "H", "H", "H", "H", "H", "H", "H", "H", "H", "H", "H", "H", "H", "H", "H", "H", "H", "H", "H", "H", "H", "H", "H", "H", "H", "H", "H", "H", "H", "H", "H"], "positions_angstrom": [[-3.74183, -0.52761, 2.24710], [-7.10022, -1.11986, 4.94945], [-1.48069, -1.56583, -0.55664], [4.27238, -4.17012, -1.61804], [0.72305, -2.04577, 2.17332], [5.51563, -2.91754, 1.47238], [-2.90463, -7.47533, 2.25564], [4.47370, 5.08196, 1.94762], [-1.73589, -5.52650, 2.50391], [3.02845, 0.35528, 0.31922], [3.57642, 4.61664, 4.00465], [2.07821, -1.37828, -3.20411], [-6.07106, 2.13532, -1.52942], [2.80691, 2.32557, -0.84798], [2.55089, -1.10445, -5.45099], [-4.97925, 0.17222, -1.15569], [0.70385, 0.23770, 4.57156], [-1.57961, 0.29951, 4.82881], [-4.24435, 2.31084, -0.52652], [-3.31443, -5.58189, 1.09315], [-2.91718, -5.47923, -2.49870], [3.01902, 3.42358, 2.10255], [-0.44477, 2.15516, 4.86070], [-1.47191, -3.90386, -2.34416], [4.15260, 0.80605, -1.64250], [-0.73154, -5.73395, -3.26612], [0.77559, -0.28619, -4.70440], [-0.03199, -3.81243, -2.35486], [-0.07353, -0.56285, 0.02564], [3.30434, 1.10589, -0.64851], [-6.06170, -0.36789, 3.73093], [0.40927, -4.90706, -3.37726], [-0.16637, 0.16161, -3.74199], [-2.85755, -4.22016, 1.11136], [1.86522, -0.94083, -4.35116], [-3.12225, 1.81961, 0.19152], [6.01383, 6.73521, 1.05589], [3.78553, -1.83038, -5.38349], [-0.34741, 0.83728, 4.75562], [5.34763, 6.13640, 2.36913], [4.07870, 1.71090, -2.67787], [-5.07441, 1.40778, -1.08612], [-1.86643, 2.46641, -0.36617], [3.38099, 2.94342, -2.02585], [4.20660, -2.57031, -0.85770], [3.67860, 4.40931, 2.81249], [-7.00486, 1.60296, -2.47786], [-0.00135, -0.48784, 1.61076], [-1.51897, -4.38712, 1.76634], [-4.95217, -1.35939, 3.26883], [-1.79629, 2.44895, 4.72562], [-2.59540, -6.34699, 1.93592], [-1.55009, 0.11820, -4.42172], [1.85783, 2.87961, 2.65868], [5.50912, -2.19152, -0.10565], [-1.80173, -5.05860, -2.67999], [-2.44547, 1.23157, 5.28427], [5.79223, -1.13894, -0.11086], [-2.28956, 0.41603, -3.67837], [-6.39525, 1.09735, -3.22674], [6.77758, 6.01043, 0.77400], [0.47960, -4.05856, -1.42439], [-3.58703, -3.68662, 1.72070], [4.72400, 6.88998, 2.85006], [-7.67817, 2.35599, -2.88739], [-5.49666, 0.45923, 4.16071], [-2.10348, 2.67328, 3.70416], [3.25499, -2.42834, -0.34548], [1.47969, 2.06217, 2.04475], [0.26819, -2.82039, -2.69229], [-0.23334, 0.37835, -0.50039], [-5.36322, -2.17720, 2.67694], [-6.61109, 0.05581, 2.89025], [-2.90378, 0.75174, 0.18604], [3.72760, -2.65555, -4.67367], [3.30596, 1.39925, -3.38062], [4.10122, -1.86156, -1.67909], [-1.95809, 3.32568, 5.35275], [6.00678, 5.83129, 3.18186], [0.62817, -4.42812, -4.33161], [2.57033, 3.24479, -2.68926], [0.86214, -0.88769, -0.42945], [3.88238, -2.18557, -6.40943], [-3.16680, 2.13884, 1.23278], [6.59440, 7.64930, 1.18030], [0.12402, 1.15090, -3.38833], [-3.41811, 1.14131, 4.80064], [-1.68269, -0.88035, -4.83815], [-7.57814, 0.79012, -2.03205], [-2.74269, -3.86423, 0.08754], [-0.92703, 2.32890, 0.16931], [5.26440, 6.93623, 0.29034], [-0.98914, -0.31019, 2.03599], [-1.62102, 2.04267, -1.33999], [-4.54796, -1.86618, 4.14512], [-2.14097, 3.50729, -0.53731], [-0.59595, -4.42882, 1.18808], [4.00765, 3.81264, -1.82622], [-2.50541, 1.24775, 6.37250], [1.89918, 2.44252, 3.65635], [-0.25127, -0.51636, -2.89272], [4.62935, -1.20177, -5.09903], [1.30073, -5.44323, -3.05181], [-1.53244, 0.92326, -5.15635], [4.98928, 1.95295, -3.22591], [-1.49792, -3.60198, 2.52213], [1.04852, 3.60764, 2.71420], [0.63852, 0.35875, 1.85969], [6.33127, -2.61596, -0.68187]], "forces_ev_per_a": [[-0.29, -0.36, 0.56], [0.04, 0.10, -0.26], [0.64, 0.26, 0.42], [-0.07, -0.32, 0.16], [-0.33, 0.81, 0.05], [0.20, -0.11, 0.97], [-0.20, -2.32, 0.51], [-0.52, -1.28, -0.30], [1.28, -4.71, 2.53], [0.87, 2.59, -3.56], [-0.02, -0.19, -1.59], [0.19, 0.92, -2.29], [-1.03, 1.09, -0.43], [-0.23, 0.63, 0.12], [0.87, -0.01, 0.17], [0.27, 2.95, 0.22], [-2.65, 1.05, 0.49], [1.74, -3.30, -0.57], [0.37, -1.36, 0.26], [-0.54, -3.82, -0.60], [0.97, -0.65, -0.39], [1.36, 1.31, 0.16], [1.16, 0.14, -0.46], [2.70, 4.19, 1.69], [1.03, -1.79, 1.02], [-1.50, -0.90, -0.43], [-0.13, 0.50, -0.33], [1.70, 0.37, -1.23], [-0.17, 0.34, 0.71], [-0.67, -1.82, 2.75], [1.65, -0.01, -0.55], [-0.41, 1.50, 1.52], [-1.27, -0.71, 0.36], [0.36, 0.33, -0.62], [-0.74, -0.97, 2.45], [2.15, 0.03, 0.69], [0.14, -1.11, 1.52], [-0.02, -0.45, -0.27], [3.16, -1.74, -0.68], [-0.50, 1.68, -0.29], [-1.75, 2.20, -0.95], [-0.26, -2.17, -0.04], [-0.31, 0.37, -1.20], [0.03, -0.72, -0.52], [0.40, 1.94, -0.57], [0.03, -0.07, 0.64], [0.62, -1.67, 0.07], [0.15, -0.05, -2.41], [-0.38, 2.61, 0.11], [-1.35, -0.37, 0.18], [-1.19, 2.56, 1.28], [-0.84, 7.58, -1.71], [1.35, 1.22, 0.46], [-1.54, -0.45, 0.87], [-0.34, -0.77, -1.53], [-1.56, -4.31, -1.55], [-2.06, 1.94, 0.02], [-0.91, 0.17, 0.46], [-0.21, -0.45, -0.02], [-0.28, 0.28, -0.48], [-0.30, -0.15, -0.65], [-0.76, 0.27, 0.53], [0.20, 0.27, -0.27], [-0.14, 0.18, -0.11], [0.54, 0.21, 0.32], [-0.40, 0.07, 0.39], [0.28, -0.16, -0.21], [0.40, -0.39, 0.62], [0.60, 0.23, -0.48], [-0.17, -0.07, 0.34], [-0.23, 0.29, 0.71], [-0.18, 0.25, -0.25], [-0.25, -0.40, 0.12], [-1.11, -0.14, -0.36], [-0.14, 0.00, -0.08], [0.37, -0.69, -0.39], [0.18, -0.09, -0.20], [-0.29, 0.13, -0.26], [0.40, -0.40, -0.49], [-0.62, -0.56, -0.47], [-0.05, 0.22, 0.31], [-0.11, -0.69, 0.34], [0.40, -0.11, 0.26], [-0.66, -0.02, 0.06], [-0.34, 0.13, 0.64], [-0.06, 0.08, -0.06], [-0.10, -0.47, 0.38], [-0.37, 0.27, -0.03], [-0.18, 0.20, 0.25], [-0.64, -0.08, -0.01], [-0.39, 0.28, 0.70], [0.06, -0.37, 0.05], [0.10, -0.43, 0.10], [-0.28, -0.02, -0.35], [0.59, 0.51, 0.02], [0.65, 0.22, 0.12], [-0.31, -0.05, -0.13], [0.01, -0.27, 0.61], [-0.13, -0.12, 0.05], [0.84, 0.23, 0.10], [0.61, -0.06, 0.07], [-0.19, 0.22, -0.09], [-0.18, -0.03, 0.04], [-0.33, -0.42, -0.49], [0.22, -0.43, 0.57], [0.95, 0.16, -0.04], [0.07, 0.37, -0.11], [0.26, -0.51, 0.18], [-0.02, -0.38, 0.07]], "mulliken_charge": [-0.013, -0.183, -0.231, -0.230, -0.253, -0.192, -0.087, -0.218, -0.325, -0.595, -0.562, -0.277, -0.344, -0.350, -0.392, -0.565, -0.547, -0.227, -0.361, -0.301, -0.581, -0.008, -0.283, -0.084, -0.264, -0.380, -0.407, 0.671, -0.117, 0.785, -0.198, -0.125, 0.602, 0.540, 0.630, 1.241, -1.101, -0.615, 0.721, -0.322, -0.006, 0.727, -1.159, -0.526, 0.648, 0.525, -0.625, 1.617, 0.293, -0.975, -0.273, 0.752, -1.370, -0.477, -0.379, 0.529, 0.238, 0.197, 0.277, 0.301, 0.290, -0.072, -0.231, 0.304, 0.235, 0.073, -0.005, -0.078, -0.386, -0.564, -0.134, 0.524, 0.355, -0.649, 0.287, -0.080, -0.347, 0.400, 0.349, 0.225, 0.309, 0.359, 0.261, 0.256, 0.391, 0.287, -0.282, 0.344, 0.281, 0.115, 0.110, 0.267, -0.217, 0.145, 0.356, 0.496, 0.010, 0.278, 0.335, 0.442, -0.363, 0.271, 0.309, 0.414, 0.400, 0.114, 0.384, -0.779, 0.440], "s2": 0.76, "charge": 1, "homo_energy_ev": [-11.94, -11.94], "multiplicity": 2}